Record 1
{
  "formula": "C8H14N2O",
  "method": "ωB97M-V/def2-TZVPD",
  "species": ["C", "O", "C", "C", "C", "C", "C", "N", "C", "N", "C", "H", "H", "H", "H", "H", "H", "H", "H", "H", "H", "H", "H", "H", "H"],
  "positions_angstrom": [[2.059, 0.536, -1.785], [1.217, 0.670, -0.624], [0.777, -0.452, 0.148], [1.240, -1.799, -0.362], [1.277, -0.143, 1.556], [-0.852, -0.434, 0.117], [-1.755, -1.328, -0.549], [-3.020, -0.857, -0.586], [-2.912, 0.385, -0.102], [-1.649, 0.626, 0.409], [-1.496, 1.943, 1.041], [1.705, -0.208, -2.555], [3.045, 0.501, -1.535], [1.958, 1.531, -2.248], [2.343, -1.900, -0.121], [0.642, -2.663, 0.065], [1.070, -1.940, -1.464], [0.718, -0.797, 2.257], [0.958, 0.846, 1.708], [2.317, -0.129, 1.751], [-1.492, -2.437, -0.624], [-3.667, 1.170, -0.125], [-2.001, 1.910, 2.060], [-0.443, 2.208, 1.041], [-2.039, 2.762, 0.529]],
  "smiles": "COC(C)(C)c1cncn1C",
  "total_energy_ha": -497.90993,
  "homo_lumo_gap_ev": 8.969,
  "relative_energy_kcal_mol": 42.5,
  "homo_ev": -8.16
}

---

Record 2
{
  "formula": "C21H22FeN6O3S",
  "method": "ωB97M-V/def2-TZVPD",
  "species": ["Fe", "C", "C", "N", "N", "C", "O", "C", "C", "C", "C", "C", "C", "C", "C", "C", "C", "C", "N", "H", "H", "H", "H", "H", "H", "H", "H", "H", "H", "H", "H", "O", "N", "C", "C", "C", "C", "C", "S", "H", "H", "H", "H", "C", "N", "C", "N", "O", "H", "H", "H", "H", "H", "H"],
  "positions_angstrom": [[9.838, 11.486, 10.086], [9.639, 8.398, 13.260], [10.002, 9.621, 12.471], [9.496, 9.782, 11.243], [8.765, 8.782, 10.697], [8.343, 9.129, 9.475], [8.766, 10.177, 8.868], [7.424, 8.160, 8.764], [7.074, 8.413, 7.458], [6.280, 7.527, 6.747], [5.697, 6.442, 7.374], [5.904, 6.297, 8.785], [6.747, 7.161, 9.454], [10.902, 10.693, 12.868], [11.551, 10.674, 14.124], [12.349, 11.774, 14.543], [12.366, 12.843, 13.639], [11.750, 12.806, 12.379], [11.017, 11.725, 11.975], [8.907, 7.732, 12.749], [10.518, 7.785, 13.330], [9.214, 8.695, 14.238], [7.496, 9.207, 6.915], [6.090, 7.819, 5.708], [5.136, 5.717, 6.798], [5.278, 5.539, 9.283], [7.012, 7.027, 10.480], [11.447, 9.841, 14.775], [13.030, 11.679, 15.371], [13.116, 13.623, 13.673], [11.920, 13.606, 11.690], [8.218, 12.431, 10.852], [8.066, 13.730, 10.635], [7.031, 14.365, 11.188], [6.808, 15.734, 10.976], [7.638, 16.420, 10.085], [8.645, 15.739, 9.442], [8.931, 14.414, 9.735], [10.221, 13.669, 9.003], [6.529, 13.737, 11.926], [5.984, 16.250, 11.473], [7.441, 17.488, 9.824], [9.360, 16.089, 8.670], [14.009, 11.401, 6.384], [13.281, 11.664, 7.650], [12.102, 11.104, 7.963], [11.284, 10.458, 7.102], [11.741, 11.173, 9.189], [14.296, 12.294, 5.847], [13.346, 10.847, 5.699], [14.830, 10.769, 6.580], [13.666, 12.313, 8.329], [11.309, 10.639, 6.075], [10.289, 10.415, 7.394]],
  "multiplicity": 5,
  "total_energy_ha": -3029.60778,
  "homo_lumo_gap_ev": [7.150, 6.838],
  "relative_energy_kcal_mol": 3.2,
  "s2": 6.0262,
  "homo_ev": [-7.18, -6.84]
}

---

Record 3
{
  "formula": "C34H39BNaO4P2",
  "method": "ωB97M-V/def2-TZVPD",
  "species": ["Na", "C", "C", "P", "C", "C", "C", "C", "C", "C", "C", "C", "C", "C", "C", "C", "C", "P", "C", "C", "C", "C", "C", "C", "C", "C", "C", "C", "C", "C", "H", "H", "H", "H", "H", "H", "H", "H", "H", "H", "H", "H", "H", "H", "H", "H", "H", "H", "H", "H", "H", "H", "H", "H", "H", "H", "C", "C", "C", "O", "B", "O", "C", "C", "C", "H", "H", "H", "H", "H", "H", "H", "H", "H", "H", "H", "H", "O", "C", "O", "H"],
  "positions_angstrom": [[0.946, 0.158, -0.615], [-2.835, -1.257, 0.912], [-1.944, -0.151, 1.491], [-0.425, -0.796, 2.352], [-1.033, -0.803, 4.087], [-1.069, 0.318, 4.912], [-1.594, 0.236, 6.195], [-2.097, -0.970, 6.666], [-2.061, -2.096, 5.856], [-1.521, -2.012, 4.578], [0.694, 0.653, 2.324], [2.044, 0.399, 2.565], [2.960, 1.441, 2.592], [2.537, 2.742, 2.364], [1.201, 3.003, 2.090], [0.283, 1.963, 2.068], [-2.509, -1.646, -0.536], [-0.786, -2.252, -0.759], [-0.875, -3.974, -0.145], [0.146, -4.406, 0.697], [0.152, -5.705, 1.194], [-0.870, -6.579, 0.858], [-1.900, -6.157, 0.025], [-1.899, -4.862, -0.471], [-0.683, -2.489, -2.578], [-1.778, -2.755, -3.398], [-1.620, -2.916, -4.766], [-0.352, -2.821, -5.329], [0.742, -2.554, -4.523], [0.577, -2.381, -3.154], [-3.874, -0.915, 0.922], [-2.811, -2.145, 1.554], [-2.508, 0.471, 2.191], [-1.615, 0.502, 0.670], [-0.674, 1.261, 4.553], [-1.606, 1.115, 6.827], [-2.508, -1.034, 7.666], [-2.437, -3.044, 6.220], [-1.468, -2.899, 3.957], [2.405, -0.617, 2.664], [4.007, 1.216, 2.741], [3.257, 3.551, 2.361], [0.875, 4.010, 1.863], [-0.747, 2.171, 1.811], [-2.572, -0.761, -1.178], [-3.246, -2.373, -0.889], [0.936, -3.718, 0.973], [0.956, -6.023, 1.845], [-0.868, -7.591, 1.244], [-2.702, -6.834, -0.241], [-2.699, -4.544, -1.130], [-2.771, -2.819, -2.970], [-2.483, -3.112, -5.391], [-0.225, -2.944, -6.398], [1.730, -2.466, -4.957], [1.435, -2.153, -2.528], [0.507, 3.335, -4.218], [-0.873, 3.138, -3.605], [-1.720, 4.378, -3.827], [-0.690, 2.953, -2.192], [-0.639, 1.564, -1.864], [-1.047, 0.889, -3.056], [-1.543, 1.814, -4.037], [-1.142, 1.320, -5.415], [-3.060, 1.831, -3.913], [0.989, 4.176, -3.719], [0.455, 3.552, -5.289], [1.135, 2.456, -4.073], [-1.173, 5.261, -3.493], [-2.650, 4.324, -3.264], [-1.960, 4.514, -4.886], [-0.076, 1.106, -5.463], [-1.384, 2.059, -6.187], [-1.675, 0.397, -5.647], [-3.372, 2.199, -2.935], [-3.419, 0.805, -4.018], [-3.536, 2.443, -4.685], [4.042, -1.898, 1.119], [3.259, -1.872, 0.163], [2.696, -0.859, -0.342], [3.062, -2.844, -0.364]],
  "total_energy_ha": -2489.98144,
  "homo_lumo_gap_ev": 5.792,
  "relative_energy_kcal_mol": 7.0,
  "homo_ev": -3.53,
  "charge": -1
}

---

Record 4
{
  "formula": "C36H37BF4N3O3S2SbTi",
  "method": "ωB97M-V/def2-TZVPD",
  "species": ["Ti", "C", "C", "C", "C", "C", "C", "C", "S", "O", "O", "N", "C", "C", "C", "C", "C", "N", "H", "H", "H", "H", "H", "H", "H", "H", "H", "H", "H", "F", "B", "F", "F", "F", "S", "Sb", "C", "C", "C", "C", "C", "C", "C", "C", "C", "C", "C", "C", "C", "C", "C", "C", "C", "C", "H", "H", "H", "H", "H", "H", "H", "H", "H", "H", "H", "H", "H", "H", "H", "O", "C", "C", "C", "C", "C", "C", "N", "H", "H", "H", "H", "H", "H", "H", "H", "H", "H", "H"],
  "positions_angstrom": [[-1.200, 1.107, -2.074], [5.777, 2.511, 1.584], [4.903, 1.962, 0.490], [3.656, 1.417, 0.792], [2.824, 0.944, -0.207], [3.254, 1.004, -1.526], [4.495, 1.529, -1.850], [5.311, 2.009, -0.839], [2.227, 0.346, -2.796], [2.878, 0.604, -4.054], [1.914, -1.014, -2.455], [0.830, 1.176, -2.750], [0.745, 2.439, -3.292], [1.739, 3.331, -3.704], [1.333, 4.572, -4.147], [-0.017, 4.925, -4.167], [-0.935, 3.998, -3.732], [-0.551, 2.785, -3.335], [5.558, 2.029, 2.536], [5.604, 3.582, 1.710], [6.833, 2.371, 1.355], [3.335, 1.362, 1.821], [1.854, 0.527, 0.035], [4.815, 1.546, -2.884], [6.284, 2.417, -1.086], [2.780, 3.050, -3.683], [2.079, 5.283, -4.480], [-0.340, 5.898, -4.506], [-1.998, 4.197, -3.694], [-3.371, 0.267, -1.285], [-3.778, 0.942, -2.457], [-3.337, 2.277, -2.309], [-5.056, 0.771, -2.823], [-2.811, 0.442, -3.452], [-0.984, 2.106, -0.336], [-0.891, -0.507, 1.984], [-1.225, -2.314, 3.126], [-2.540, -2.780, 3.193], [-2.838, -3.997, 3.791], [-1.824, -4.774, 4.334], [-0.512, -4.334, 4.258], [-0.216, -3.119, 3.650], [-2.688, 0.426, 2.695], [-3.681, 0.829, 1.808], [-4.866, 1.384, 2.281], [-5.064, 1.538, 3.643], [-4.077, 1.138, 4.536], [-2.897, 0.585, 4.064], [0.298, 0.619, 3.397], [1.178, 0.086, 4.333], [1.896, 0.912, 5.192], [1.739, 2.288, 5.132], [0.859, 2.835, 4.207], [0.150, 2.008, 3.348], [-3.351, -2.184, 2.791], [-3.866, -4.333, 3.836], [-2.056, -5.719, 4.810], [0.290, -4.937, 4.665], [0.824, -2.824, 3.573], [-3.538, 0.713, 0.741], [-5.631, 1.693, 1.579], [-5.987, 1.969, 4.013], [-4.229, 1.257, 5.602], [-2.134, 0.275, 4.770], [1.311, -0.985, 4.419], [2.573, 0.472, 5.915], [2.292, 2.931, 5.806], [0.720, 3.908, 4.154], [-0.541, 2.457, 2.644], [-0.989, -0.941, -1.868], [-0.978, -1.883, -2.700], [-1.542, -3.210, -2.263], [-0.702, -4.467, -2.590], [0.730, -4.159, -3.030], [0.809, -3.718, -4.495], [-0.354, -2.809, -4.880], [-0.524, -1.719, -3.927], [-2.549, -3.273, -2.687], [-1.671, -3.106, -1.188], [-1.197, -5.066, -3.359], [-0.681, -5.088, -1.695], [1.358, -5.039, -2.889], [1.153, -3.379, -2.392], [0.782, -4.588, -5.156], [1.754, -3.202, -4.675], [-1.290, -3.366, -4.930], [-0.200, -2.364, -5.861], [-0.035, -0.852, -4.103]],
  "total_energy_ha": -4094.77442,
  "homo_lumo_gap_ev": 7.583,
  "relative_energy_kcal_mol": 14.8,
  "homo_ev": -7.88
}